Entry 1:
Here is a cluster of 10 separate species, C13H46N14O13 in total from the Open Molecules 2025 dataset. Energies are from the ωB97M-V functional and the def2-TZVPD basis.

Each line ends with the Löwdin charge.
CARTESIAN COORDINATES (ANGSTROEM)
N  -3.49  16.27  -13.12  0.19
C  -3.73  16.62  -11.83  -0.62
N  -2.98  17.64  -11.33  0.17
O  -4.57  16.02  -11.14  -0.03
H  -3.88  15.44  -13.52  0.10
H  -2.76  16.83  -13.53  0.11
H  -2.20  18.00  -11.85  0.10
H  -3.14  17.92  -10.38  0.11
N  -11.52  16.43  -11.77  0.16
C  -12.68  16.16  -12.44  -0.67
N  -12.49  15.39  -13.56  0.16
O  -13.81  16.35  -11.98  0.00
H  -11.55  16.69  -10.80  0.08
H  -10.71  16.03  -12.21  0.03
H  -13.28  15.04  -14.08  0.10
H  -11.59  15.31  -14.00  0.05
N  -6.95  14.63  -12.05  0.20
C  -7.92  15.54  -12.38  -0.62
N  -7.45  16.81  -12.21  0.19
O  -9.01  15.30  -12.89  -0.02
H  -6.08  15.07  -11.78  0.05
H  -7.02  13.75  -12.53  0.07
H  -8.19  17.49  -12.37  0.07
H  -6.67  17.07  -11.63  0.08
N  -8.80  17.83  -7.31  0.16
C  -9.07  17.77  -8.64  -0.63
N  -8.21  18.54  -9.38  0.16
O  -9.96  17.07  -9.10  0.02
H  -9.32  17.27  -6.65  0.12
H  -8.27  18.60  -6.94  0.09
H  -7.43  18.96  -8.90  0.09
H  -8.29  18.77  -10.35  0.08
N  -8.91  12.19  -9.64  0.16
C  -9.36  13.37  -9.11  -0.68
N  -9.85  14.24  -10.03  0.19
O  -9.35  13.52  -7.88  -0.01
H  -8.93  12.03  -10.63  0.05
H  -8.70  11.47  -8.98  0.10
H  -9.95  15.18  -9.68  0.05
H  -9.72  14.02  -11.00  0.07
N  -10.56  18.35  -15.03  0.17
C  -9.30  18.77  -14.69  -0.69
N  -9.25  19.47  -13.52  0.14
O  -8.31  18.55  -15.39  0.01
H  -11.18  18.23  -14.25  0.08
H  -10.54  17.80  -15.87  0.11
H  -8.36  19.81  -13.19  0.10
H  -10.03  19.91  -13.08  0.10
N  -9.55  13.04  -14.51  0.18
C  -10.31  12.99  -15.62  -0.66
N  -9.98  11.98  -16.50  0.15
O  -11.21  13.80  -15.86  0.00
H  -9.70  13.80  -13.86  0.07
H  -9.04  12.21  -14.25  0.05
H  -9.48  11.20  -16.11  0.07
H  -10.50  11.99  -17.36  0.10
O  -5.01  15.87  -6.12  -0.07
C  -6.11  15.86  -7.04  -0.24
C  -6.02  14.64  -7.96  -0.26
O  -4.83  14.49  -8.70  -0.06
H  -5.18  16.61  -5.53  0.07
H  -7.05  15.70  -6.51  0.11
H  -6.09  16.76  -7.65  0.10
H  -6.88  14.72  -8.65  0.10
H  -6.27  13.71  -7.45  0.12
H  -4.90  15.07  -9.46  0.03
O  -8.66  11.09  -12.37  -0.08
C  -7.29  10.78  -12.53  -0.22
C  -6.80  11.25  -13.89  -0.24
O  -7.69  10.96  -14.95  -0.08
H  -9.16  10.34  -12.70  0.11
H  -6.65  11.20  -11.75  0.13
H  -7.18  9.69  -12.49  0.13
H  -5.77  10.92  -14.08  0.13
H  -6.65  12.34  -13.79  0.08
H  -7.17  10.74  -15.73  0.09
O  -6.60  12.56  -17.34  -0.05
C  -7.11  13.86  -17.23  -0.25
C  -6.84  14.39  -15.82  -0.24
O  -5.49  14.80  -15.70  -0.05
H  -6.77  12.09  -18.15  0.09
H  -6.73  14.64  -17.90  0.12
H  -8.18  13.96  -17.45  0.11
H  -7.16  13.60  -15.14  0.07
H  -7.52  15.24  -15.67  0.13
H  -4.98  14.01  -15.48  0.08

HOMO = -8.8169 eV
Structure (SMILES) = NC(N)=O.NC(N)=O.NC(N)=O.NC(N)=O.NC(N)=O.NC(N)=O.NC(N)=O.OCCO.OCCO.OCCO
ΔE to the lowest compared entry with this formula, charge and spin = 37.47 kcal/mol

***

Entry 2:
Here is a structure of composition C13H48BeN4O15S4 from the Open Molecules 2025 dataset. Energies are from the ωB97M-V functional and the def2-TZVPD basis.

Each line ends with the Löwdin charge.
CARTESIAN COORDINATES (ANGSTROEM)
Be  0.43  -2.37  -3.28  1.24
N  3.60  -2.03  -0.70  0.30
H  2.54  -2.03  -0.68  0.07
H  4.00  -2.88  -0.27  0.14
H  3.87  -1.20  -0.18  0.15
H  3.92  -2.04  -1.66  0.15
N  3.38  2.00  -1.51  0.31
H  3.55  1.52  -2.39  0.15
H  2.43  1.64  -1.25  0.07
H  3.33  3.02  -1.64  0.13
H  4.12  1.79  -0.84  0.16
N  0.17  1.84  -3.58  0.31
H  -0.68  1.95  -4.13  0.17
H  0.83  1.27  -4.09  0.14
H  -0.04  1.24  -2.75  0.07
H  0.51  2.75  -3.20  0.09
N  -2.78  -1.84  -1.01  0.30
H  -2.71  -2.71  -1.54  0.14
H  -1.90  -1.29  -1.17  0.07
H  -2.79  -2.17  -0.05  0.14
H  -3.57  -1.25  -1.29  0.16
C  0.47  -0.52  -1.11  -0.80
O  -0.55  -0.47  -1.95  -0.14
O  1.15  0.51  -0.87  -0.02
O  0.87  -1.75  -0.90  -0.13
O  -2.71  0.28  0.74  -0.31
S  -3.06  1.68  0.58  0.62
O  -4.42  2.11  0.66  -0.22
O  -2.20  2.48  1.70  -0.26
C  -2.62  3.84  1.95  -0.24
C  -1.80  4.23  3.17  -0.04
C  -2.40  2.34  -0.93  -0.11
H  -3.69  3.89  2.16  0.13
H  -2.44  4.52  1.11  0.10
H  -0.72  4.24  3.08  0.06
H  -2.14  3.68  4.05  0.10
H  -2.01  5.29  3.39  0.10
H  -1.36  2.03  -1.02  0.03
H  -2.48  3.43  -0.92  0.08
H  -2.98  1.93  -1.76  0.08
O  1.16  -4.48  2.89  -0.31
S  0.43  -3.88  3.99  0.65
O  0.78  -4.21  5.32  -0.20
O  0.59  -2.27  3.81  -0.23
C  0.42  -1.68  2.55  -0.31
C  0.33  -0.17  2.76  -0.04
C  -1.35  -4.09  3.75  -0.10
H  -0.49  -1.97  2.01  0.09
H  1.32  -1.91  1.96  0.11
H  0.06  0.38  1.85  0.05
H  1.26  0.27  3.12  0.09
H  -0.50  -0.07  3.46  0.10
H  -1.69  -3.54  2.87  0.04
H  -1.85  -3.54  4.54  0.09
H  -1.66  -5.13  3.77  0.09
O  1.13  3.82  -1.96  -0.36
S  1.16  4.69  -0.79  0.63
O  2.18  5.68  -0.64  -0.21
O  -0.26  5.37  -0.70  -0.25
C  -0.37  6.54  0.18  -0.21
C  -1.66  7.30  -0.08  -0.04
C  1.04  3.62  0.69  -0.08
H  0.50  7.19  0.11  0.13
H  -0.52  6.19  1.20  0.11
H  -1.63  8.21  0.52  0.11
H  -2.56  6.74  0.18  0.08
H  -1.79  7.72  -1.08  0.10
H  0.77  4.23  1.55  0.06
H  1.88  2.97  0.90  0.07
H  0.18  2.99  0.47  0.04
O  2.54  -4.54  -0.22  -0.23
S  1.36  -4.87  -0.95  0.67
O  1.14  -4.23  -2.26  -0.36
O  1.34  -6.45  -1.07  -0.19
C  0.83  -7.12  -2.27  -0.19
C  1.68  -6.93  -3.51  -0.05
C  -0.06  -4.62  0.13  -0.08
H  -0.16  -6.70  -2.43  0.12
H  0.71  -8.16  -2.01  0.15
H  1.39  -6.03  -4.05  0.06
H  1.58  -7.82  -4.13  0.11
H  2.74  -6.83  -3.27  0.10
H  -0.30  -3.56  0.21  0.03
H  0.18  -5.03  1.12  0.06
H  -0.92  -5.04  -0.39  0.08

HOMO = -19.2982 eV
Charge = +4
ΔE to the lowest compared entry with this formula, charge and spin = 0.00 kcal/mol

***

Asked for lowest unoccupied orbital energy across the records above, the calculation gives -0.14, -16.45 eV in order.
Asked for Kohn-Sham gap across the records above, the calculation gives 8.68, 2.85 eV in order.